(1)
# C27H17BaN3S3Se4

C27H17BaN3S3Se4 as an isolated structure (ωB97M-V/def2-TZVPD, the Open Molecules 2025 dataset).

Last column: Mulliken charge in e.
CARTESIAN COORDINATES (ANGSTROEM)
Ba: -0.187 0.272 0.021  1.296
S: -2.446 -2.645 4.950  -0.148
C: -3.301 -3.385 6.229  -0.399
C: -4.435 -3.997 5.789  -0.565
C: -4.614 -3.865 4.391  -0.394
C: -3.612 -3.154 3.786  0.318
C: -3.475 -2.825 2.367  0.924
C: -2.393 -2.045 1.906  -1.000
N: -2.213 -1.709 0.647  -0.044
C: -3.099 -2.122 -0.279  -0.546
C: -4.210 -2.913 0.066  1.284
C: -5.126 -3.333 -0.954  -0.968
C: -4.939 -2.977 -2.242  -0.983
C: -3.820 -2.168 -2.628  1.231
C: -3.601 -1.771 -3.957  -0.550
C: -2.515 -0.985 -4.283  0.854
C: -1.655 -0.616 -3.223  -0.622
N: -1.838 -0.975 -1.974  -0.013
C: -2.904 -1.740 -1.656  -0.790
C: -2.228 -0.525 -5.639  0.266
C: -1.229 0.323 -6.044  -0.415
C: -1.247 0.563 -7.439  -0.577
C: -2.252 -0.100 -8.074  -0.375
S: -3.186 -1.025 -6.984  -0.198
C: -4.378 -3.256 1.414  -0.573
H: -2.928 -3.328 7.237  0.443
H: -5.119 -4.521 6.438  0.381
H: -5.459 -4.283 3.865  0.349
H: -1.655 -1.676 2.612  0.328
H: -5.973 -3.942 -0.665  0.419
H: -5.633 -3.295 -3.010  0.418
H: -4.305 -2.090 -4.718  0.432
H: -0.782 0.004 -3.403  0.064
H: -0.508 0.773 -5.378  0.462
H: -0.543 1.204 -7.947  0.407
H: -2.491 -0.094 -9.124  0.436
H: -5.229 -3.862 1.696  0.371
Se: 1.733 1.162 -2.302  -0.619
Se: 1.653 3.228 -1.087  -0.134
Se: 2.159 2.832 1.157  -0.122
Se: 0.149 2.353 2.360  -0.713
S: 3.413 -2.250 2.664  -0.250
C: 2.083 -1.273 2.194  -0.232
N: 1.733 -1.330 0.950  0.024
C: 2.560 -2.197 0.247  -0.357
C: 2.482 -2.468 -1.121  -0.283
C: 3.381 -3.356 -1.665  -0.745
C: 4.356 -3.976 -0.872  -0.466
C: 4.452 -3.713 0.476  -0.450
C: 3.544 -2.814 1.030  0.887
H: 1.598 -0.609 2.900  0.436
H: 1.754 -1.958 -1.739  0.348
H: 3.346 -3.568 -2.725  0.394
H: 5.052 -4.665 -1.331  0.367
H: 5.214 -4.184 1.083  0.391

- total charge = 0
- HOMO level (eV) = -6.38
- gap between HOMO and LUMO (eV) = 5.219
- LUMO level (eV) = -1.16
- molar mass (g/mol) = 932.8
- strongest force on any atom (hartree/bohr) = 0.018
- energy relative to the best compared isomer or geometry (same formula, charge and spin) (kcal/mol) = 4.19



(2)
# C27H17F12KN2O2

C27H17F12KN2O2 as an isolated structure (ωB97M-V/def2-TZVPD, the Open Molecules 2025 dataset).

Last column: Mulliken charge in e.
CARTESIAN COORDINATES (ANGSTROEM)
K: -0.043 -0.214 -2.178  1.046
C: 4.472 0.618 3.911  -1.652
C: 3.380 0.163 2.977  0.400
C: 2.104 -0.167 3.434  -1.032
C: 1.115 -0.518 2.549  0.307
C: 1.296 -0.571 1.136  -1.309
N: 0.200 -0.783 0.352  0.127
C: -0.662 -1.766 0.691  0.382
C: -0.144 -2.981 1.239  0.063
C: -0.921 -4.059 1.576  -0.992
C: -2.301 -4.025 1.393  0.453
C: -3.176 -5.209 1.711  -1.688
C: -2.832 -2.859 0.858  -0.827
C: -2.086 -1.738 0.487  -0.653
C: -2.809 -0.476 -0.071  2.011
O: -2.281 0.082 -1.164  -1.044
C: -4.307 -0.784 -0.455  0.293
F: -4.392 -1.822 -1.314  -0.267
F: -5.164 -1.063 0.568  -0.290
F: -4.873 0.257 -1.100  -0.269
C: -2.877 0.575 1.093  0.560
F: -3.671 1.638 0.786  -0.312
F: -3.370 0.079 2.257  -0.330
F: -1.677 1.088 1.378  -0.175
C: 2.617 -0.282 0.676  0.002
C: 3.588 0.092 1.610  -0.518
C: 3.028 -0.345 -0.830  1.415
O: 2.256 -1.029 -1.656  -1.074
C: 3.089 1.146 -1.322  0.394
F: 3.558 1.271 -2.583  -0.332
F: 3.810 2.019 -0.580  -0.303
F: 1.825 1.647 -1.343  -0.141
C: 4.490 -0.936 -0.979  0.353
F: 5.531 -0.122 -0.611  -0.302
F: 4.634 -2.067 -0.266  -0.285
F: 4.760 -1.257 -2.255  -0.284
H: 4.342 0.191 4.909  0.380
H: 4.491 1.708 4.025  0.266
H: 5.457 0.317 3.545  0.360
H: 1.882 -0.128 4.498  0.308
H: 0.120 -0.739 2.918  0.479
H: 0.930 -3.033 1.366  0.451
H: -0.448 -4.954 1.976  0.319
H: -2.824 -5.738 2.601  0.373
H: -3.202 -5.939 0.892  0.275
H: -4.207 -4.896 1.896  0.369
H: -3.906 -2.842 0.744  0.289
H: 4.579 0.343 1.257  0.433
N: -1.736 5.581 -6.437  -0.581
C: -1.521 5.072 -5.427  0.036
C: -1.319 4.396 -4.174  0.696
C: -0.218 4.686 -3.371  -0.551
C: -0.045 3.998 -2.182  -0.601
C: -0.958 3.022 -1.797  -0.280
C: -2.058 2.726 -2.598  -0.269
C: -2.238 3.418 -3.785  -0.713
H: 0.494 5.436 -3.689  0.421
H: 0.819 4.198 -1.563  0.395
H: -0.817 2.455 -0.883  0.545
H: -2.704 1.919 -2.260  0.452
H: -3.078 3.204 -4.433  0.424

- total charge = -2
- HOMO level (eV) = -0.51
- gap between HOMO and LUMO (eV) = 4.564
- LUMO level (eV) = 4.05
- molar mass (g/mol) = 668.5
- strongest force on any atom (hartree/bohr) = 0.003
- energy relative to the best compared isomer or geometry (same formula, charge and spin) (kcal/mol) = 0.96



(3)
# C27H18BrMoN4O4S2

C27H18BrMoN4O4S2 as an isolated structure at a distorted geometry (ωB97M-V/def2-TZVPD, the Open Molecules 2025 dataset).

Last column: Mulliken charge in e.
CARTESIAN COORDINATES (ANGSTROEM)
Mo: 0.327 1.455 -0.043  0.845
O: -1.048 2.045 1.277  -0.741
N: -1.321 1.323 2.390  0.573
C: -2.033 1.938 3.357  -0.266
C: -2.343 1.266 4.499  -0.728
C: -1.923 -0.062 4.637  -0.118
C: -1.212 -0.665 3.628  -0.860
C: -0.892 0.051 2.470  0.797
S: -0.045 -0.620 1.124  -0.197
H: -2.317 2.958 3.147  0.487
H: -2.909 1.765 5.274  0.428
H: -2.162 -0.615 5.539  0.410
H: -0.884 -1.693 3.697  0.441
Br: -4.024 -5.443 0.215  -0.158
C: -3.620 -4.686 -1.462  0.111
C: -4.637 -4.449 -2.367  -0.460
C: -4.338 -3.817 -3.568  -0.064
C: -3.046 -3.401 -3.843  -0.052
C: -2.019 -3.722 -2.955  -0.180
C: -2.304 -4.372 -1.766  -0.643
N: -2.864 -2.730 -5.120  -0.401
N: -1.894 -1.973 -5.351  -0.423
C: -1.146 -1.237 -4.381  -0.313
C: 0.190 -1.087 -4.614  -0.265
C: 1.052 -0.404 -3.727  -0.790
C: 0.541 0.159 -2.610  1.348
O: 1.222 0.798 -1.632  -0.825
C: -0.853 0.139 -2.419  0.059
N: -1.267 0.864 -1.325  -0.288
C: -2.567 0.992 -1.125  -0.245
C: -3.511 0.404 -1.967  -1.095
C: -3.107 -0.359 -3.030  -0.269
C: -1.731 -0.527 -3.285  0.369
H: -5.649 -4.757 -2.141  0.434
H: -5.115 -3.615 -4.300  0.484
H: -0.991 -3.504 -3.210  0.474
H: -1.513 -4.630 -1.074  0.455
H: 0.595 -1.577 -5.493  0.442
H: 2.116 -0.330 -3.921  0.476
H: -2.865 1.597 -0.282  0.579
H: -4.563 0.557 -1.768  0.415
H: -3.849 -0.796 -3.682  0.642
O: 8.277 3.506 3.419  -0.450
C: 7.173 3.082 4.071  0.488
O: 7.191 2.898 5.250  -0.506
C: 5.936 2.880 3.238  0.306
C: 4.718 3.259 3.792  -0.720
C: 3.548 3.125 3.063  -0.537
C: 3.609 2.578 1.783  0.705
S: 2.116 2.418 0.860  -0.102
C: 4.814 2.166 1.229  -0.571
C: 5.981 2.328 1.964  -0.609
H: 8.089 3.684 2.491  0.337
H: 4.704 3.670 4.795  0.428
H: 2.599 3.443 3.475  0.439
H: 4.840 1.729 0.238  0.468
H: 6.922 1.991 1.542  0.439

- total charge = +1
- HOMO level (spin up / spin down) (eV) = -10.45 / -10.61
- gap between HOMO and LUMO (spin up / spin down) (eV) = 6.113 / 6.150
- spin multiplicity = 3
- LUMO level (spin up / spin down) (eV) = -4.33 / -4.46
- molar mass (g/mol) = 702.4
- strongest force on any atom (hartree/bohr) = 0.035
- energy relative to the best compared isomer or geometry (same formula, charge and spin) (kcal/mol) = 45.91
- expectation value of S² = 2.033



(4)
# C27H18ClNO3

An isolated molecule of C27H18ClNO3 at a distorted geometry (ωB97M-V/def2-TZVPD, the Open Molecules 2025 dataset).

Last column: Mulliken charge in e.
CARTESIAN COORDINATES (ANGSTROEM)
O: 4.411 -0.477 -1.072  -0.585
Cl: 1.037 0.069 -7.330  -0.217
O: 4.406 1.762 -0.708  -0.412
O: -0.223 -0.195 -2.437  -0.540
C: 3.866 0.595 -1.076  -0.380
C: -4.677 -3.653 5.186  -0.387
C: 2.330 4.811 -0.323  -0.427
C: 1.131 4.281 -0.767  -0.983
C: -3.871 -4.359 4.303  -0.543
C: -4.917 -2.308 4.958  -0.532
C: 2.723 0.723 -5.288  -0.960
C: 3.481 4.022 -0.291  -0.859
C: 0.531 -0.110 -4.702  -0.823
C: 0.665 -0.626 1.627  -1.435
C: -0.938 -0.677 -0.199  -0.500
C: 1.083 2.952 -1.140  -0.188
C: 3.039 0.897 -3.942  -0.533
C: 1.621 -0.070 0.785  -0.951
C: -3.297 -3.684 3.235  -0.235
C: -4.327 -1.595 3.891  -0.250
C: 1.474 0.203 -5.679  0.302
C: 3.434 2.692 -0.704  0.152
C: 0.808 0.071 -3.330  0.370
C: 0.083 -0.276 -1.100  -0.020
C: -0.610 -0.870 1.152  1.114
C: 2.243 2.171 -1.151  0.416
C: 2.087 0.573 -2.950  -0.169
C: 1.349 0.068 -0.601  -0.227
C: -3.543 -2.303 2.977  -0.089
N: -1.539 -1.315 2.094  -0.107
C: 2.376 0.724 -1.492  3.636
C: -2.905 -1.637 1.765  -0.798
H: -5.171 -4.082 6.057  0.352
H: 2.367 5.831 0.028  0.402
H: 0.236 4.941 -0.743  0.336
H: -3.595 -5.400 4.439  0.370
H: -5.577 -1.752 5.590  0.377
H: 3.418 0.948 -6.095  0.390
H: 4.409 4.467 0.039  0.441
H: -0.425 -0.533 -5.024  0.438
H: 0.907 -0.880 2.646  0.358
H: -1.908 -0.951 -0.592  0.456
H: 0.129 2.550 -1.442  0.436
H: 4.012 1.281 -3.696  0.520
H: 2.605 0.152 1.220  0.402
H: -2.612 -4.289 2.629  0.339
H: -4.440 -0.518 3.761  0.376
H: -1.316 -1.249 3.086  0.273
H: -2.990 -2.269 0.876  0.429
H: -3.380 -0.709 1.529  0.462

- total charge = 0
- HOMO level (eV) = -7.82
- gap between HOMO and LUMO (eV) = 8.493
- LUMO level (eV) = 0.67
- molar mass (g/mol) = 439.9
- strongest force on any atom (hartree/bohr) = 0.075
- SMILES = O=C1Oc2ccccc2[C@@]12c1ccc(Cl)cc1Oc1cc(NCc3ccccc3)ccc12